Density functional theory data (wB97M-V/def2-TZVPD) for a cluster of 14 separate species, C25H66F6N7O33S7 in total.

Geometry as XYZ:
```
144
Properties=species:S:1:pos:R:3:forces:R:3:lowdin_charge:R:1
C 9.1574 5.7548 10.7902 -1.8 1.1 2.2 -0.6846
F 9.7803 4.8621 11.5368 -0.5 -1.1 0.2 0.1388
F 10.1189 6.5463 10.3902 0.3 1.0 -1.2 0.1492
F 8.4679 5.2167 9.8047 0.5 -0.4 -0.6 0.1433
S 7.9152 6.8480 11.8888 1.1 -0.4 -0.2 0.6628
O 8.6111 6.8890 13.1538 -0.1 -0.1 -0.6 -0.3217
O 7.7515 8.0907 11.1434 0.2 -1.5 0.3 -0.3204
N 6.5036 5.9167 11.9935 5.1 -0.8 -1.1 -0.3204
S 5.4832 6.9005 12.4810 -4.7 4.1 1.2 0.5489
O 5.9571 8.0170 13.3631 -1.2 -2.6 -1.6 -0.3467
O 4.5727 7.2734 11.3700 0.8 -0.5 2.3 -0.3399
C 4.4522 5.7745 13.6904 1.4 1.0 -0.9 -0.6919
F 3.5003 6.5541 14.1412 -0.9 0.5 0.7 0.1348
F 3.8978 4.7351 13.1070 -0.3 -0.7 -0.7 0.1370
F 5.1646 5.2972 14.7214 0.2 0.3 0.0 0.1159
C 4.2152 4.0348 7.4082 0.9 -1.0 -1.0 -0.1531
O 4.9866 3.2571 8.3586 -0.9 1.5 -0.3 -0.1254
H 3.1697 4.2002 7.6686 0.0 -0.2 0.2 0.0745
H 4.6769 4.9856 7.1420 0.1 0.3 0.5 0.0714
H 4.3330 3.4690 6.4840 -0.7 -0.1 -0.1 0.0702
H 5.1480 3.9416 9.0121 0.5 -0.4 0.8 0.0611
C 8.7696 2.0838 14.6712 1.0 -0.2 1.3 -0.2069
O 8.0513 2.0358 13.4963 -0.2 0.1 -1.1 -0.0959
H 9.6543 1.4472 14.6640 -0.2 -0.7 -0.5 0.0719
H 9.2720 3.0250 14.8947 -0.6 0.6 0.0 0.0769
H 8.1402 1.7512 15.4966 0.1 0.2 0.4 0.0743
H 7.6271 2.8856 13.3566 -0.1 0.1 -0.1 0.0762
O 4.7654 -2.8227 15.7211 -1.8 -1.0 -1.7 -0.2894
S 3.7571 -3.1369 14.7089 0.4 0.2 -0.5 0.6772
O 4.0846 -3.1283 13.2763 -0.6 -0.2 2.5 -0.3015
O 3.0672 -4.5942 15.1075 1.1 1.4 0.5 -0.2720
C 2.2177 -5.2415 14.1742 -0.6 -0.3 -1.1 -0.2963
C 2.8906 -6.4821 13.5301 -1.0 0.9 0.1 -0.0484
C 2.3317 -2.0644 15.0031 -0.2 -0.5 0.2 -0.1198
H 1.7905 -4.5071 13.4914 0.8 0.1 -0.7 0.1005
H 1.2786 -5.5287 14.6472 0.3 -0.3 0.8 0.1157
H 3.9330 -6.2788 13.2847 0.0 -0.2 0.3 0.0813
H 2.3760 -6.7288 12.6015 0.0 0.1 -0.1 0.0731
H 2.6895 -7.3241 14.1924 0.7 -0.1 0.0 0.0726
H 1.4755 -2.3963 14.4159 0.3 0.0 -0.4 0.0592
H 2.5571 -1.0174 14.8007 0.2 -0.2 0.0 0.0774
H 2.0157 -2.2206 16.0345 0.4 0.2 0.1 0.0702
O 11.4581 8.5115 2.4210 -1.6 -0.3 2.9 -0.3050
S 11.0500 8.4047 3.8354 0.7 0.3 1.0 0.7115
O 11.6795 9.3078 4.8269 -1.2 -1.8 -1.9 -0.3304
O 9.4087 8.5505 3.9988 1.9 0.5 -2.3 -0.2746
C 8.8167 8.4587 5.2610 -0.6 -0.5 2.0 -0.3232
C 7.7342 9.5005 5.4450 0.2 1.4 -0.2 -0.0604
C 11.1928 6.6165 4.4104 -0.3 1.4 -0.6 -0.0845
H 9.5299 8.6651 6.0591 0.3 -0.2 -0.1 0.1139
H 8.4689 7.4347 5.3975 -0.2 -0.1 0.0 0.1190
H 7.1643 9.5221 6.3738 0.1 -1.0 0.1 0.0854
H 7.0292 9.6332 4.6244 0.1 -0.4 -0.1 0.0802
H 8.2896 10.4334 5.5418 -0.1 0.3 -0.4 0.0767
H 12.0777 6.2309 3.9040 -0.1 -0.1 0.3 0.0627
H 10.2713 6.1296 4.0912 0.2 0.0 -0.3 0.0620
H 11.2050 6.5691 5.4993 0.4 0.3 -0.1 0.0663
O -5.7585 9.6769 11.4016 1.6 0.7 3.1 -0.3083
S -5.2765 10.0610 12.7524 -0.4 1.5 -2.4 0.6923
O -5.5936 9.2230 13.8799 0.8 0.5 -0.5 -0.2841
O -3.6724 10.5064 12.6565 -1.8 -0.9 -1.8 -0.2862
C -2.8513 10.4578 13.7807 0.9 -0.9 1.7 -0.3114
C -1.4142 10.9017 13.4711 -0.1 0.1 -0.1 -0.0495
C -5.7779 11.7973 13.0383 -0.6 -0.7 0.3 -0.1056
H -2.8651 9.4284 14.1386 0.3 -0.1 0.0 0.1150
H -3.2626 11.0241 14.6163 -0.2 0.4 0.0 0.1137
H -1.1647 10.6912 12.4311 0.0 -0.1 0.1 0.0828
H -0.6960 10.3883 14.1103 -0.2 -0.3 0.0 0.0789
H -1.2091 11.9526 13.6752 -0.4 0.1 -0.2 0.0714
H -6.0394 12.2521 12.0828 0.1 -0.2 0.1 0.0678
H -4.9596 12.3428 13.5084 -0.1 -0.2 0.0 0.0602
H -6.6456 11.7634 13.6972 0.0 0.1 -0.1 0.0630
O 10.8825 9.2652 20.3671 1.2 -2.3 -0.9 -0.3053
S 11.2726 8.0193 19.6977 -0.3 0.6 0.3 0.6860
O 12.2055 7.9667 18.5808 -1.1 0.4 1.3 -0.3073
O 11.9021 6.9836 20.8542 -1.5 1.6 -1.2 -0.2506
C 12.6274 5.8605 20.4061 1.6 -2.0 -0.4 -0.3252
C 14.0851 5.9796 20.8000 0.6 0.4 0.6 -0.0753
C 9.7161 7.1895 19.1866 1.5 -0.2 1.2 -0.0939
H 12.5890 5.5623 19.3584 -0.6 0.9 -0.3 0.1148
H 12.2670 4.9611 20.9053 -0.5 0.2 0.4 0.1173
H 14.6223 6.7990 20.3226 -0.4 0.4 0.1 0.0807
H 14.7453 5.1358 20.5997 -0.6 -0.5 -0.2 0.0788
H 14.0820 6.0841 21.8850 0.3 0.4 0.1 0.0768
H 8.9983 7.9069 18.7889 0.5 -0.2 -0.4 0.0768
H 9.3001 6.7499 20.0931 0.0 0.1 0.0 0.0635
H 10.1284 6.3857 18.5766 -0.7 0.2 -0.5 0.0626
O 5.6069 17.8319 7.3149 -0.4 0.5 2.7 -0.3215
S 5.2494 18.1991 8.7008 0.6 -2.0 -0.7 0.6900
O 4.4233 19.3561 8.9048 0.3 -1.0 0.3 -0.2916
O 4.5201 16.8467 9.4406 0.3 2.4 -0.2 -0.2931
C 4.8554 15.5380 8.9577 -0.3 -0.3 -0.5 -0.2794
C 4.1900 14.4302 9.8042 -0.2 1.6 0.5 -0.0534
C 6.7717 18.2796 9.8135 -1.3 -0.5 -1.4 -0.0844
H 5.9429 15.4833 8.9099 0.0 -0.4 0.0 0.1063
H 4.4235 15.4805 7.9585 0.5 -0.2 -0.2 0.1101
H 3.1354 14.3814 9.5330 0.2 -0.7 -0.6 0.0747
H 4.0462 14.7520 10.8356 0.8 0.1 0.3 0.0735
H 4.7690 13.5068 9.7890 -0.4 0.0 -0.2 0.0837
H 6.4320 18.1741 10.8438 0.0 0.4 -0.2 0.0682
H 7.3127 19.1873 9.5460 -0.2 0.0 0.3 0.0638
H 7.3453 17.3952 9.5363 0.1 0.1 0.0 0.0532
C 16.5101 8.5559 8.3831 0.7 2.9 -1.1 0.0123
N 16.4756 7.1312 8.5490 -1.6 0.3 0.8 -0.4835
O 15.8662 6.5177 7.7164 -0.1 -0.9 -1.3 0.0767
O 16.8676 6.6771 9.5810 1.2 -0.7 1.3 0.0843
H 17.5106 8.9172 8.1452 0.3 -0.6 -0.3 0.1023
H 16.3001 9.1831 9.2494 -0.5 -0.9 0.4 0.1064
H 15.8675 8.8291 7.5460 0.0 -0.2 0.2 0.1018
C 15.1103 5.7909 14.6478 -0.9 -0.5 1.3 0.0351
N 16.2745 6.0410 15.4754 0.5 -0.3 1.7 -0.4662
O 17.0214 6.9156 15.1193 0.7 0.1 0.3 0.0786
O 16.3859 5.3245 16.4883 0.4 1.1 -1.3 0.0301
H 14.7020 6.7368 14.2916 0.5 -0.4 -0.7 0.1097
H 14.4286 5.4237 15.4149 -0.4 -0.4 -0.6 0.0969
H 15.4699 4.9850 14.0081 -0.7 0.4 -0.6 0.1157
C 9.8439 12.9747 15.4639 -0.1 -1.0 0.5 0.0362
N 8.8437 13.9820 15.1662 -2.1 0.9 -1.7 -0.4541
O 8.4054 14.7024 16.0383 0.6 0.0 0.3 0.0613
O 8.3855 13.9848 14.0161 0.8 0.1 0.9 0.0388
H 9.5404 12.1440 14.8268 0.5 -0.1 0.1 0.1072
H 9.6921 12.7257 16.5142 0.4 0.0 -0.1 0.1019
H 10.8508 13.3325 15.2489 -0.2 0.0 0.0 0.1091
C 2.7562 5.6823 21.4594 -0.4 0.0 -0.6 0.0400
N 1.8495 6.8030 21.8223 -0.8 0.2 -0.1 -0.4605
O 1.0097 6.6055 22.6770 0.1 0.1 0.0 0.0609
O 1.9914 7.8432 21.1989 0.1 -0.5 0.5 0.0595
H 2.6690 5.6589 20.3732 0.9 0.2 0.0 0.1006
H 2.3780 4.7115 21.7799 0.0 0.4 0.6 0.0942
H 3.7098 5.9792 21.8958 0.1 -0.4 -0.5 0.1052
C 0.8588 0.0588 8.9796 -1.2 -0.2 -0.6 0.0591
N 0.0826 0.1532 7.6417 -1.3 0.8 -1.6 -0.3776
O -0.4292 -0.8870 7.1512 1.6 2.5 1.4 0.0218
O -0.0610 1.3058 7.1382 0.6 -3.2 1.5 0.0222
H 0.4837 0.8771 9.5941 0.4 0.2 -0.3 0.0912
H 1.9320 0.0972 8.7932 -0.3 0.1 -0.1 0.0987
H 0.5320 -0.8694 9.4485 0.3 -0.1 -0.3 0.0844
C 11.3764 12.5410 9.1400 -0.6 2.1 -0.2 0.0451
N 12.0218 12.8847 10.4538 -0.3 -3.4 0.4 -0.4525
O 12.0102 13.9855 10.9292 0.1 0.6 -0.5 0.0743
O 12.4131 11.8641 11.0187 0.5 0.9 0.3 0.0412
H 11.2216 11.4832 8.9272 0.5 0.2 0.5 0.1003
H 11.9500 13.0867 8.3907 0.0 -0.3 -0.2 0.0961
H 10.4249 13.0629 9.2411 -0.2 -0.2 -0.4 0.0954
```
Positions in Å, forces in eV/Å.

- lowest unoccupied orbital energy (eV) = 1.1
- highest occupied orbital energy (eV) = -7.07
- Kohn-Sham gap (eV) = 8.186
- charge = -1
- multiplicity = 1

Density functional theory data (wB97M-V/def2-TZVPD) for a cluster of 7 separate species, C25H68ClN2O27P6S in total.

Geometry as XYZ:
```
130
Properties=species:S:1:pos:R:3:forces:R:3:lowdin_charge:R:1
N 4.1859 -2.0618 1.7721 -0.7 -0.5 0.2 0.1377
C 3.4751 -2.8766 0.8687 -0.6 -0.9 0.3 -0.5153
O 2.9147 -3.9043 1.2558 0.9 0.9 -0.3 0.0151
C 3.4583 -2.4342 -0.5727 -0.2 0.5 0.4 -0.1254
C 3.6857 -0.9185 -0.8192 -0.4 0.1 -0.8 -0.3714
N 2.5041 -0.1076 -0.8255 0.1 -0.1 0.7 -0.1397
C 2.3642 0.7257 0.3163 -0.4 0.1 -0.8 -0.3727
C 1.1122 0.4519 1.2328 0.3 -0.3 0.2 -0.1903
C 0.4733 -0.9225 1.0478 -0.4 -0.2 0.7 -0.2559
C -0.8962 -0.7723 0.4113 -0.1 -0.4 -0.1 -0.2617
S -1.5911 -2.4070 0.0512 1.2 -0.4 -0.5 0.3619
O -0.9746 -3.4274 0.8343 -0.3 0.2 0.4 -0.3319
O -1.6325 -2.6018 -1.3662 -0.5 0.2 -0.1 -0.3494
Cl -3.5547 -2.3094 0.7156 -0.2 0.2 0.1 0.3365
H 3.8169 -1.1176 1.7609 0.4 0.3 -0.3 0.0591
H 4.0314 -2.4500 2.6951 0.1 0.0 0.1 0.0861
H 4.1453 -3.0608 -1.1424 0.3 -0.1 0.1 0.1049
H 2.4606 -2.6547 -0.9381 -0.1 -0.2 -0.2 0.1008
H 4.4569 -0.5455 -0.1301 0.2 0.1 0.1 0.0628
H 4.1329 -0.8525 -1.8222 0.3 -0.1 -0.1 0.0782
H 3.2550 0.7382 0.9742 0.2 0.0 0.1 0.0692
H 2.2377 1.7734 -0.0116 0.0 0.3 0.2 0.0692
H 1.4160 0.5296 2.2778 0.0 0.1 0.2 0.0856
H 0.3484 1.2171 1.0967 0.0 0.2 -0.2 0.0856
H 0.3332 -1.3999 2.0154 0.0 -0.1 0.1 0.1065
H 1.0703 -1.6015 0.4532 0.3 0.2 -0.3 0.0781
H -1.5972 -0.2426 1.0449 -0.2 0.1 0.1 0.0847
H -0.8189 -0.3101 -0.5666 -0.1 0.1 -0.2 0.1083
C -4.9252 -2.1818 -2.4702 0.2 0.0 0.1 -0.0871
O -5.5683 -1.6974 -3.6743 -0.1 0.0 0.1 -0.1935
P -7.0220 -1.1076 -3.5806 0.3 0.0 0.0 0.3383
O -7.6280 -1.1260 -2.2465 -0.2 -0.1 0.0 -0.2266
O -7.8464 -1.8991 -4.6889 -0.1 0.1 -0.1 -0.2258
C -8.0921 -3.2879 -4.4438 0.0 -0.1 0.1 -0.0851
O -6.8541 0.3133 -4.2446 -0.1 0.0 -0.2 -0.1937
C -8.0294 1.0988 -4.4740 0.0 0.1 0.0 -0.0820
H -5.3064 -3.1710 -2.2224 0.0 0.0 0.0 0.0922
H -3.8589 -2.2462 -2.6672 0.0 0.0 -0.1 0.0759
H -5.0931 -1.5035 -1.6394 -0.1 0.0 0.0 0.0497
H -8.3502 -3.4610 -3.3981 0.0 0.0 0.0 0.0907
H -7.2079 -3.8684 -4.7077 0.0 0.0 0.0 0.0933
H -8.9247 -3.5983 -5.0698 0.0 0.1 -0.1 0.0736
H -8.5964 1.2230 -3.5508 0.0 0.0 0.0 0.0913
H -8.6538 0.6330 -5.2360 0.0 0.0 0.0 0.0698
H -7.7020 2.0710 -4.8297 0.1 0.0 0.0 0.0900
C -13.4464 -4.0420 -7.6707 -0.1 -0.1 0.0 -0.0875
O -13.5022 -2.6859 -7.2003 0.0 -0.1 -0.1 -0.2054
P -12.5948 -1.5911 -7.8962 -0.1 0.1 0.1 0.3261
O -11.7438 -2.0838 -8.9790 0.1 -0.1 -0.1 -0.2242
O -11.8283 -0.8920 -6.6976 0.0 0.0 0.0 -0.2076
C -10.8207 -1.6550 -6.0203 0.0 -0.1 0.0 -0.0883
O -13.6543 -0.4903 -8.2856 0.0 0.1 0.1 -0.2038
C -13.1595 0.7471 -8.8161 0.0 0.1 -0.1 -0.0878
H -12.5618 -4.5387 -7.2744 0.0 0.0 0.0 0.0880
H -14.3371 -4.5444 -7.3027 0.0 0.1 0.1 0.0861
H -13.4315 -4.0805 -8.7573 0.1 0.0 0.0 0.0843
H -10.2206 -2.2254 -6.7308 0.0 0.0 0.0 0.0900
H -11.2911 -2.3299 -5.3033 0.0 0.0 0.0 0.0953
H -10.1752 -0.9661 -5.4888 0.0 0.1 0.0 0.0630
H -12.5210 0.5644 -9.6802 0.0 0.0 0.0 0.0887
H -12.6049 1.2909 -8.0518 0.0 0.0 0.0 0.0862
H -14.0210 1.3342 -9.1203 -0.1 -0.1 0.0 0.0865
C 7.2441 2.0783 1.6405 -0.1 0.0 0.2 -0.0648
O 7.4025 3.2602 0.8249 0.0 -0.1 0.0 -0.2059
P 7.0861 3.1555 -0.7195 -0.1 0.1 0.2 0.3295
O 6.6936 1.8299 -1.1849 0.1 -0.3 -0.1 -0.2142
O 8.3821 3.7574 -1.4271 0.0 0.1 0.0 -0.2201
C 9.5769 2.9792 -1.3540 0.1 -0.1 0.0 -0.0983
O 6.0399 4.3157 -0.9260 0.2 0.2 -0.1 -0.2007
C 5.6177 4.5949 -2.2670 -0.1 0.0 -0.1 -0.0883
H 8.1025 1.4199 1.5108 0.0 0.0 0.0 0.0856
H 7.1923 2.4075 2.6754 0.0 0.1 0.0 0.0818
H 6.3309 1.5460 1.3837 0.0 0.0 -0.1 0.0815
H 9.3620 1.9202 -1.5054 0.0 0.0 0.0 0.0829
H 10.0557 3.1248 -0.3842 0.0 0.0 0.0 0.0869
H 10.2439 3.3234 -2.1403 0.0 0.1 0.0 0.0837
H 5.2260 3.6934 -2.7380 0.0 0.0 0.0 0.0928
H 6.4487 4.9926 -2.8507 0.0 0.0 0.0 0.0824
H 4.8302 5.3403 -2.2073 0.0 0.0 0.1 0.0857
C 9.2783 -3.9302 3.9353 -0.1 0.0 0.1 -0.0954
O 9.4012 -2.7929 3.0711 0.0 -0.1 0.1 -0.2117
P 9.1380 -2.9833 1.5165 -0.2 0.2 0.0 0.3279
O 8.8387 -4.3562 1.1099 0.1 -0.2 0.0 -0.2252
O 10.4363 -2.3593 0.8332 0.0 0.1 0.0 -0.2188
C 11.6615 -3.0738 0.9847 0.1 -0.1 0.0 -0.1034
O 8.0549 -1.8902 1.2338 0.1 0.1 -0.1 -0.2023
C 7.6566 -1.6607 -0.1347 -0.2 0.1 -0.3 -0.0627
H 10.1719 -4.5509 3.8689 0.0 0.0 0.0 0.0850
H 9.1769 -3.5518 4.9498 0.0 0.1 0.0 0.0829
H 8.4023 -4.5228 3.6822 0.0 0.0 -0.1 0.0868
H 11.5033 -4.1477 0.8733 0.0 0.0 0.0 0.0853
H 12.0969 -2.8624 1.9632 0.0 0.0 0.0 0.0852
H 12.3413 -2.7325 0.2082 0.0 0.0 0.0 0.0841
H 7.3178 -2.5881 -0.5944 0.0 0.0 0.1 0.0913
H 8.4905 -1.2467 -0.7018 0.0 0.0 0.1 0.0834
H 6.8394 -0.9456 -0.1330 0.0 0.0 0.1 0.0693
C -7.2595 -0.0441 4.2492 0.0 -0.1 0.1 -0.0895
O -6.5833 0.8372 3.3410 -0.1 0.0 0.1 -0.2041
P -7.4260 1.8747 2.4933 0.2 0.0 -0.1 0.3233
O -8.8727 1.8359 2.7188 -0.1 -0.1 0.1 -0.2336
O -6.9640 1.6409 1.0005 0.0 0.0 0.0 -0.2111
C -7.3677 0.4122 0.3612 0.0 0.0 0.1 -0.0782
O -6.7080 3.2364 2.8462 0.1 0.0 -0.1 -0.2044
C -7.1171 4.4046 2.1265 0.0 0.1 0.0 -0.0940
H -7.7058 -0.8730 3.7014 0.0 0.0 0.0 0.0886
H -6.5111 -0.4288 4.9371 0.1 0.0 -0.1 0.0866
H -8.0295 0.4829 4.8082 0.0 0.0 -0.1 0.0825
H -8.4015 0.1700 0.6085 0.0 0.0 0.0 0.0910
H -6.7089 -0.3970 0.6781 0.0 0.0 0.0 0.0859
H -7.2817 0.5419 -0.7068 0.1 0.1 -0.1 0.0562
H -8.1939 4.5514 2.2151 0.0 0.0 0.0 0.0864
H -6.8387 4.3184 1.0764 0.0 0.0 0.0 0.0859
H -6.5992 5.2522 2.5663 0.0 0.0 0.1 0.0856
C 8.7064 1.0154 7.5862 0.0 -0.1 0.0 -0.0856
O 7.9659 2.0761 8.2140 0.0 -0.1 -0.1 -0.2076
P 7.0710 3.0210 7.3123 -0.1 0.0 0.1 0.3253
O 7.1093 2.7326 5.8806 0.1 0.0 -0.2 -0.2203
O 7.5254 4.4903 7.7129 0.0 0.0 0.1 -0.2162
C 8.8286 4.9093 7.2990 0.1 0.0 -0.1 -0.0923
O 5.6666 2.9132 8.0154 0.0 0.1 0.1 -0.2017
C 4.6169 3.7700 7.5388 -0.1 0.0 -0.1 -0.0827
H 9.6084 1.4130 7.1232 0.0 0.0 0.0 0.0877
H 8.9815 0.3127 8.3684 0.0 0.1 0.1 0.0855
H 8.1050 0.5061 6.8371 0.0 0.1 0.0 0.0866
H 9.0382 4.5803 6.2804 0.0 0.0 0.0 0.0874
H 9.5798 4.5096 7.9818 0.0 0.0 0.0 0.0870
H 8.8516 5.9949 7.3340 -0.1 0.0 0.0 0.0862
H 4.4736 3.6383 6.4668 0.0 0.0 0.0 0.0914
H 4.8506 4.8113 7.7591 0.0 0.0 0.0 0.0851
H 3.7088 3.4865 8.0619 0.0 -0.1 0.0 0.0876
```
Positions in Å, forces in eV/Å.

- lowest unoccupied orbital energy (eV) = 1.7
- highest occupied orbital energy (eV) = -2.19
- Kohn-Sham gap (eV) = 3.919
- charge = -1
- multiplicity = 1